The following is a DFT calculation (ωB97M-V/def2-TZVPD) of C2HBr2N3 as an isolated structure at a distorted geometry.

Values from the calculation:
HOMO   -9.12 eV
Electronic energy   -5388.98700 Ha
Gap between HOMO and LUMO   9.1 eV
ΔE to the lowest compared entry with this formula, charge and spin   60.19 kcal/mol
Lowest unoccupied orbital energy   -0.05 eV

Structure (ORCA input):
```
! wB97M-V def2-TZVPD RIJCOSX def2/J DEFGRID3
* xyz 0 1
C 2.25 -1.03 0.05
C -0.05 -1.58 0.06
N 1.78 -2.22 0.09
N 1.48 0.07 0.00
N 0.22 -0.32 0.01
Br 4.10 -0.73 -0.02
Br -1.59 -2.53 -0.02
H -0.47 0.44 -0.02
*
```